No. 1
The following is a quantum chemistry calculation of 3 unconnected molecules or ions with the total composition C26H26BF4N5O4S at a distorted geometry, from OMol25.

```
! RIJCOSX wB97M-V def2-TZVPD def2/J DEFGRID3
* xyz 0 1
C 5.45270 0.49673 -0.58841
N 4.65872 -0.74926 -0.97855
C 5.72869 -1.81335 -1.20786
B 3.72737 -1.18716 0.16187
O 4.31725 -1.91519 1.32199
C 2.09008 -0.86140 0.01034
C 0.95088 -2.07317 -0.06137
C 1.54913 -3.62242 0.06217
N 2.17645 -3.92955 -1.31142
C -0.68532 -1.76917 -0.21961
C -1.76426 -2.98981 -0.30853
C -2.40370 -3.28906 1.33199
C -2.93467 -4.91272 1.59400
O -1.56057 -4.24626 2.21933
C -1.16056 -0.20404 -0.28721
N -2.56769 0.31771 -0.38715
C -3.34725 0.23567 0.89812
O -2.69217 0.20650 2.09214
F -4.84683 0.24229 1.01547
C -3.32214 -0.16552 -1.59543
O -2.90186 0.28027 -2.80156
F -4.48927 -1.08231 -1.58794
C 0.04560 0.95127 -0.19822
N -0.07641 2.47338 -0.23381
S 1.49212 3.30171 -0.12663
N 2.59712 1.95107 -0.01093
C 1.68427 0.72788 -0.06696
H 5.23896 1.30793 -1.40714
H 5.11306 0.82613 0.48172
H 6.59052 0.20337 -0.53915
H 6.45672 -1.37866 -2.03268
H 5.26758 -2.85353 -1.55235
H 6.39667 -2.01245 -0.25362
H 3.64448 -1.74841 2.07227
H 0.71115 -4.42035 0.27146
H 2.33071 -3.73438 0.94856
H 1.76350 -4.83979 -1.63837
H 1.75416 -3.20984 -1.96706
H -1.26063 -4.02140 -0.59995
H -2.69517 -2.80737 -0.98823
H -3.06843 -2.36429 1.86254
H -2.93982 -5.00378 0.40099
H -2.29716 -5.86677 1.69352
F 3.24622 2.41390 -2.55119
C 3.29924 3.36016 -3.49797
C 4.52556 3.92194 -3.83594
C 4.58191 4.90356 -4.82529
C 3.40855 5.32063 -5.45858
C 2.18183 4.75430 -5.10876
C 2.12734 3.76487 -4.12738
H 5.42532 3.59138 -3.32741
H 5.53675 5.34347 -5.10228
H 3.45239 6.08947 -6.22704
H 1.26940 5.08343 -5.60013
H 1.18350 3.30762 -3.84948
F -8.60634 1.23035 6.14482
C -7.43563 1.18621 5.49512
C -7.41875 1.28386 4.10810
C -6.19962 1.24312 3.43159
C -5.01059 1.09404 4.14975
C -5.03835 0.99179 5.54140
C -6.25662 1.04380 6.21829
H -8.35294 1.39080 3.56654
H -6.17507 1.32646 2.34790
H -4.06029 1.05783 3.62136
H -4.11196 0.87169 6.09790
H -6.29581 0.97480 7.30034
*
```

## Properties
HOMO-LUMO gap: 0.2411 Eh
SMILES: CN(C)B(O)c1c(CN)c(C[C@H]2CO2)c(N(C(=O)F)C(=O)F)c2nsnc12.Fc1ccccc1.Fc1ccccc1
Maximum force: 10.04 eV/Å
DFT total energy: -2402.83078 Ha

Table of natural (NBO) atomic charges, one value per atom, all in e: -0.427 -0.776 -0.441 1.185 -0.908 -0.309 -0.009 -0.270 -0.834 0.047 -0.504 0.176 -0.412 -0.512 0.112 -0.524 0.951 -0.536 -0.326 0.939 -0.483 -0.323 0.138 -0.566 0.847 -0.556 0.136 0.223 0.202 0.203 0.204 0.223 0.187 0.495 0.211 0.232 0.361 0.369 0.260 0.260 0.270 0.158 0.329 -0.321 0.396 -0.288 -0.192 -0.230 -0.191 -0.290 0.228 0.219 0.217 0.220 0.232 -0.323 0.396 -0.289 -0.195 -0.237 -0.193 -0.289 0.225 0.220 0.235 0.217 0.226

No. 2
The following is a quantum chemistry calculation of 11 unconnected molecules or ions with the total composition C3H28N2O11 at a distorted geometry, from OMol25.

```
! RIJCOSX wB97M-V def2-TZVPD def2/J DEFGRID3
* xyz 0 1
C -1.47987 -1.03162 -2.45750
N -1.21744 -1.62439 -1.11465
C -0.32021 -0.75733 -0.31973
C -0.25034 -1.27087 1.10800
N 0.82843 -2.02814 1.50414
O -1.18776 -1.08497 1.87690
H -0.55855 -0.80394 -3.00959
H -2.03950 -0.04719 -2.38307
H -2.06527 -1.76783 -3.00882
H -2.01356 -1.80808 -0.63266
H -0.67382 0.31291 -0.30755
H 0.65317 -0.71780 -0.81075
H 1.68022 -1.98272 0.98874
H 0.85946 -2.28653 2.45583
H 1.68116 1.45824 -3.29611
H 1.63964 0.12886 -2.47939
O 1.13342 0.95244 -2.67813
H 1.52616 1.80280 0.85153
H 1.30497 1.16690 2.29423
O 1.98447 1.31331 1.58934
H 2.90617 -0.98290 -1.11407
H 2.13255 -1.99681 -2.02916
O 2.63516 -1.16537 -2.03204
H -0.72707 1.50359 3.04526
H -0.40025 0.00664 3.12447
O -0.01003 0.86036 3.33909
H -3.19045 1.18098 1.83979
H -2.47488 -0.14990 1.32129
O -3.15840 0.55590 1.08267
H -0.40628 2.42275 -0.43300
H 0.79659 1.87496 -1.23397
O 0.57758 2.32959 -0.45117
H -1.61896 2.81856 1.56173
H -2.06398 3.35492 2.91062
O -1.88605 2.55725 2.43172
H 2.73025 0.05179 0.94208
H 3.93864 -0.81911 0.86768
O 3.10725 -0.80833 0.57523
H 0.19282 -2.97813 -1.70875
H 1.19455 -3.55891 -0.66584
O 1.12353 -3.32783 -1.57702
H -2.50235 1.71912 0.00748
H -2.28642 2.22800 -1.44599
O -2.09479 2.39884 -0.52888
*
```

## Properties
HOMO-LUMO gap: 0.3697 Eh
SMILES: CNCC(N)=O.O.O.O.O.O.O.O.O.O.O
Maximum force: 5.60 eV/Å
DFT total energy: -1068.32219 Ha
Energy above the lowest of the compared OMol25 structures with the same formula, charge and spin: 74.6 kJ/mol

Table of natural (NBO) atomic charges, one value per atom, all in e: -0.424 -0.638 -0.356 0.722 -0.810 -0.697 0.225 0.166 0.207 0.366 0.216 0.225 0.432 0.399 0.482 0.510 -1.010 0.512 0.509 -1.033 0.501 0.503 -1.014 0.498 0.485 -0.993 0.497 0.507 -1.011 0.493 0.498 -1.015 0.503 0.495 -0.954 0.520 0.472 -1.003 0.507 0.478 -0.973 0.508 0.490 -0.994